(1)
# C20H29BrGeNSr

A structure of composition C20H29BrGeNSr at a distorted geometry (ωB97M-V/def2-TZVPD, the OMol25 dataset).

Summary:
Frontier orbital gap (alpha / beta)   0.2673 / 0.2015 hartree
HOMO energy (alpha / beta)   -11.9 / -10.6 eV
Lowest unoccupied orbital energy (alpha / beta)   -4.62 / -5.10 eV
Charge   +1

Geometry as XYZ:
```
53
Properties=species:S:1:pos:R:3:forces:R:3
Sr -0.96186 1.33972 0.34720 7.8 -6.4 3.2
N -2.43039 -1.09119 0.25025 0.3 0.2 0.4
C -3.79741 -1.07235 -0.14719 0.1 0.0 -0.3
C -4.54532 -2.20113 -0.43118 0.0 -0.1 0.1
C -5.84080 -2.04989 -0.89968 -0.1 0.1 0.0
C -6.38927 -0.78539 -1.09616 0.1 -0.1 0.0
C -5.63233 0.35050 -0.84127 0.0 0.0 0.2
C -4.34024 0.19073 -0.36300 0.8 0.1 0.4
C -3.33813 1.30478 -0.19093 -1.8 1.8 -0.6
C -2.59810 1.69342 -1.35146 -1.2 1.6 -0.5
C -1.73591 2.82568 -1.33648 -1.7 1.1 -0.2
C -1.59402 3.61591 -0.15126 -1.6 0.7 -0.6
C -2.31166 3.26145 1.02858 -1.4 0.5 -1.1
C -3.13640 2.12234 0.94615 -1.2 0.9 -0.9
H -2.31253 -0.85090 1.24260 -0.1 -0.2 0.0
H -1.99224 -1.99847 0.14969 -0.1 -0.1 -0.1
H -4.12040 -3.18764 -0.28633 0.0 0.0 0.0
H -6.42880 -2.93279 -1.11493 0.0 0.0 0.0
H -7.40159 -0.68780 -1.46371 0.0 0.0 0.0
H -6.03620 1.33798 -1.01785 0.0 0.0 0.0
H -2.74517 1.11400 -2.25970 0.1 0.1 0.1
H -1.20989 3.11466 -2.24069 0.0 -0.1 0.1
H -0.98496 4.51463 -0.14943 0.0 -0.2 -0.1
H -2.25867 3.88622 1.91552 0.0 -0.2 0.0
Br -0.73123 0.00479 2.87766 -0.2 0.2 0.1
C 2.64143 2.68644 -0.93902 0.0 0.0 0.0
C 3.41454 2.78399 0.37501 0.0 -0.1 0.0
C 3.66277 1.45976 1.10497 0.0 0.1 0.1
C 2.36270 0.79256 1.57087 0.1 0.4 0.0
Ge 1.68225 -0.49532 0.26629 0.7 0.3 -0.9
C 1.74859 -2.27865 0.93597 -0.1 -0.6 0.4
C 3.23278 -2.69696 1.07919 -0.1 -0.1 0.0
C 3.69152 -3.68985 0.01059 0.0 0.0 0.0
C 3.76443 -3.13300 -1.40614 0.0 0.1 0.0
H 2.51746 3.66850 -1.40044 0.0 0.0 0.1
H 1.63266 2.26924 -0.80147 0.0 0.0 0.0
H 3.13907 2.04197 -1.66430 0.0 0.0 0.0
H 2.87179 3.45040 1.05340 0.1 0.0 0.0
H 4.37576 3.26008 0.17619 0.0 0.0 0.0
H 4.28281 1.67014 1.98036 0.0 0.0 0.0
H 4.24653 0.78793 0.47017 0.0 0.0 0.0
H 1.65056 1.57531 1.83171 -0.2 0.1 0.1
H 2.44465 0.18775 2.47538 0.2 0.1 0.1
H 2.76181 -0.38343 -0.86491 -0.4 0.0 -0.1
H 1.19692 -2.98277 0.31133 0.1 0.0 0.0
H 1.23841 -2.24063 1.89893 0.0 -0.1 0.1
H 3.36307 -3.15385 2.06327 0.0 0.0 0.0
H 3.90251 -1.82628 1.07022 0.0 0.0 0.0
H 3.01357 -4.54921 0.02793 0.0 0.0 0.0
H 4.67730 -4.06324 0.29692 0.0 0.0 0.0
H 2.80599 -2.73110 -1.74451 0.0 0.0 0.0
H 4.05492 -3.90501 -2.11995 0.0 0.0 0.1
H 4.49668 -2.32399 -1.47438 0.0 0.0 0.0
```
Positions in Å, forces in eV/Å.

Here are the Löwdin charges for atoms 1 to 8, given in e: atom 1 (Sr): 1.151, atom 2 (N): 0.040, atom 3 (C): -0.257, atom 4 (C): -0.006, atom 5 (C): -0.053, atom 6 (C): -0.059, atom 7 (C): -0.008, atom 8 (C): -0.151

=====

(2)
# C4H5F2NS

An isolated molecule of C4H5F2NS at a distorted geometry (ωB97M-V/def2-TZVPD, the OMol25 dataset).

Summary:
Frontier orbital gap   0.3600 hartree
HOMO energy   -9.0 eV
Lowest unoccupied orbital energy   0.80 eV
Charge   0
SMILES string   F[C@H]1C(/C=N/S)[C@@H]1F

Geometry as XYZ:
```
13
Properties=species:S:1:pos:R:3:forces:R:3
F 1.32820 2.01475 -0.20705 0.1 -1.1 0.6
C 1.53619 0.75624 0.38970 -0.8 0.6 -1.8
C 0.40929 -0.26059 0.39292 1.1 -0.2 -0.1
C -0.87568 0.03670 -0.26600 -1.1 -0.9 1.5
N -1.88931 -0.47626 0.33628 -0.5 1.1 -0.9
S -3.44375 0.09628 -0.25946 0.5 -0.9 0.6
C 1.64539 -0.40421 -0.50930 -0.9 0.2 0.3
F 2.57381 -1.37048 -0.28526 -0.1 0.1 0.0
H 2.15878 0.80082 1.23321 0.7 0.2 1.0
H 0.34706 -0.89426 1.29063 0.0 0.4 -0.5
H -0.98186 0.68543 -1.13207 0.4 0.1 0.0
H -4.16488 -0.71949 0.55742 0.3 0.4 -0.4
H 1.35677 -0.26492 -1.54099 0.5 0.0 -0.2
```
Positions in Å, forces in eV/Å.

Here are the Löwdin charges for atoms 1 to 8, given in e: atom 1 (F): -0.005, atom 2 (C): -0.176, atom 3 (C): -0.128, atom 4 (C): -0.266, atom 5 (N): -0.341, atom 6 (S): 0.681, atom 7 (C): -0.221, atom 8 (F): 0.037

=====

(3)
# C3H6N4O3

A structure of composition C3H6N4O3 at a distorted geometry (ωB97M-V/def2-TZVPD, the OMol25 dataset).

Summary:
Frontier orbital gap   0.3592 hartree
HOMO energy   -9.6 eV
Lowest unoccupied orbital energy   0.14 eV
Charge   0

Geometry as XYZ:
```
16
Properties=species:S:1:pos:R:3:forces:R:3
C -1.40085 0.51773 0.05015 -2.0 -0.5 -3.4
C 1.32629 -1.06299 0.78152 3.5 -0.6 -1.9
C 1.79571 -0.26109 -0.51838 1.4 0.4 0.0
H -3.09284 1.24668 -1.16925 -0.1 -0.2 0.5
H -2.36985 -0.46455 -1.39228 -0.3 4.0 0.5
H -1.05737 2.67813 0.86095 -0.7 -4.6 -0.8
H -0.26412 1.27064 1.42550 0.7 -0.4 0.7
H -0.25508 -1.49751 1.70141 -1.8 -3.7 4.0
H 3.18179 -0.80563 -1.97351 -4.9 -2.5 1.9
N -2.28474 0.64740 -1.12160 2.1 -3.5 1.5
N -1.07801 1.51554 0.91666 -0.1 3.6 -0.3
N -0.97538 -0.74899 0.03960 1.7 2.4 2.1
N 0.06695 -0.86502 1.11735 -0.8 2.7 -3.3
O 2.20642 -1.78032 1.27920 -2.2 1.6 -0.2
O 2.10791 -1.34629 -1.45987 4.6 6.1 -0.5
O 2.09317 0.95628 -0.53745 -1.1 -4.8 -0.6
```
Positions in Å, forces in eV/Å.

Here are the Löwdin charges for atoms 1 to 8, given in e: atom 1 (C): -0.481, atom 2 (C): -0.416, atom 3 (C): -0.348, atom 4 (H): 0.060, atom 5 (H): 0.159, atom 6 (H): 0.213, atom 7 (H): 0.053, atom 8 (H): 0.079

=====

(4)
# C30H78N6O12Sr2

A structure of composition C30H78N6O12Sr2 at a distorted geometry (ωB97M-V/def2-TZVPD, the OMol25 dataset).

Summary:
Frontier orbital gap   0.2198 hartree
HOMO energy   -12.3 eV
Lowest unoccupied orbital energy   -6.35 eV
Charge   +2

Geometry as XYZ:
```
128
Properties=species:S:1:pos:R:3:forces:R:3
Sr -23.45610 34.18668 -24.25960 -0.7 -0.3 -0.3
Sr -28.41035 34.52970 -25.74693 1.7 -1.1 -1.1
C -25.76889 33.24934 -26.21348 0.7 1.2 -1.9
O -26.71062 33.08562 -27.09154 -0.5 -0.1 0.9
O -24.55364 32.97917 -26.37375 0.4 -1.0 -0.1
O -26.03079 33.97304 -25.18075 -2.0 1.3 2.2
C -21.73854 35.15117 -21.21730 0.5 0.0 0.7
O -22.60199 35.56049 -22.26182 0.4 0.4 -0.1
C -23.08015 36.90002 -22.06141 0.2 -0.1 0.1
C -23.47219 37.50355 -23.40432 -0.4 0.4 1.1
N -24.39297 36.65405 -24.18140 0.7 0.3 -0.6
C -24.36431 37.03090 -25.60462 -0.5 0.3 -0.2
C -24.88791 38.42343 -25.93690 0.6 0.3 -0.7
O -23.95725 39.44949 -25.64188 -0.5 -0.3 0.8
C -24.55925 40.71283 -25.82842 0.2 0.7 -0.6
H -21.07936 34.34341 -21.52574 -0.4 -0.2 -0.3
H -22.29189 34.85680 -20.32223 -0.1 -0.1 -0.1
H -21.04957 35.94158 -20.90354 -0.2 0.2 -0.2
H -22.27527 37.51282 -21.64420 0.1 0.0 -0.1
H -23.84041 36.86816 -21.27568 -0.3 0.1 -0.3
H -22.54263 37.73156 -23.92583 -0.2 -0.5 -0.5
H -23.90017 38.49598 -23.23082 0.0 0.0 0.1
H -25.34711 36.77268 -23.85918 0.1 0.0 0.2
H -24.99624 36.34784 -26.18383 0.0 -0.3 0.2
H -23.35439 36.89431 -25.98542 0.1 0.2 0.0
H -25.85538 38.61115 -25.44648 0.0 0.0 0.2
H -25.05476 38.48853 -27.02342 -0.3 -0.3 0.0
H -24.92474 40.80300 -26.85814 0.0 0.0 0.0
H -23.81024 41.48871 -25.68872 0.2 -0.2 0.1
H -25.39362 40.95179 -25.16217 0.0 -0.4 0.2
C -25.95577 34.90102 -21.25347 0.1 0.7 -0.9
O -25.41032 33.91609 -22.11460 -0.2 -0.3 0.5
C -25.53796 32.59901 -21.59779 0.7 -0.5 -0.2
C -24.94266 31.60944 -22.63817 -1.3 1.1 2.6
N -23.53647 31.94434 -22.79741 -0.6 -1.0 -1.2
C -23.00633 31.02249 -23.82869 1.3 1.0 0.6
C -21.53047 31.42526 -24.02315 -0.3 -1.2 -0.8
O -21.34704 32.83498 -24.00049 0.3 -0.4 0.4
C -20.00835 33.16355 -23.66204 0.5 0.4 0.4
H -27.05095 34.89824 -21.25916 0.0 -0.3 0.1
H -25.63921 35.83347 -21.72404 -0.1 0.1 0.3
H -25.59461 34.88428 -20.22321 0.1 -0.3 0.0
H -26.55819 32.35020 -21.28733 -0.2 0.1 -0.5
H -24.96068 32.49235 -20.66815 0.2 0.2 0.0
H -25.53549 31.70301 -23.54644 0.4 -0.1 -0.3
H -25.11728 30.64523 -22.14641 0.1 -0.3 -0.6
H -23.03159 31.75848 -21.93572 -0.2 0.2 0.1
H -23.62094 31.11774 -24.72391 0.2 0.0 -0.1
H -23.00666 29.99267 -23.46383 -0.2 -0.1 -0.3
H -21.16985 31.03340 -24.98068 0.0 0.0 0.0
H -20.93979 30.90523 -23.26246 0.1 0.5 0.3
H -19.76140 32.87287 -22.63570 -0.2 -0.3 0.0
H -19.88874 34.24605 -23.67117 -0.1 0.0 -0.3
H -19.28387 32.70007 -24.33171 -0.1 0.0 -0.2
C -27.63848 30.46445 -29.77065 0.5 -0.6 -0.1
O -27.50284 31.86490 -29.67793 -0.5 0.5 -0.1
H -26.69653 30.02143 -30.11851 0.0 -0.1 0.3
H -27.94860 29.97762 -28.84220 0.1 0.1 0.1
H -28.36298 30.17580 -30.53259 -0.2 0.5 0.0
H -27.10866 32.14996 -28.84186 0.1 -0.4 0.1
C -21.34923 35.89785 -28.13860 0.8 -0.7 0.4
C -21.69946 34.76923 -27.14557 -0.5 1.0 -0.8
C -20.88670 33.50623 -27.38208 -0.5 -0.2 0.5
O -19.55584 33.81451 -27.05405 0.1 0.0 0.1
C -18.65587 32.74435 -27.23853 -0.1 -0.4 -0.3
N -21.48510 35.26102 -25.75213 0.9 -0.2 0.0
H -21.44961 35.53941 -29.16233 -0.3 0.3 0.0
H -20.29526 36.15027 -27.98552 0.0 0.0 -0.1
H -21.91902 36.80671 -27.94290 -0.3 -0.1 -0.2
H -22.76576 34.55114 -27.27191 0.1 -0.3 0.0
H -21.01584 33.11000 -28.38991 0.3 0.4 -0.2
H -21.27455 32.69810 -26.74434 0.1 0.0 0.2
H -18.87098 31.88729 -26.58772 -0.1 0.2 0.2
H -17.65261 33.11065 -27.04530 0.0 0.0 0.0
H -18.72025 32.34599 -28.25585 0.1 0.2 -0.1
H -20.56279 34.86783 -25.53234 -0.3 -0.1 0.3
H -21.21937 36.24201 -25.82214 -0.4 0.1 0.0
C -28.99384 27.37136 -27.35651 -0.2 0.1 0.4
C -28.61057 27.61207 -25.90219 -0.8 0.0 0.5
C -27.59282 28.72291 -25.71715 0.2 0.0 0.4
O -26.48494 28.42773 -26.53082 -0.2 0.0 0.2
C -25.55685 29.46428 -26.63398 0.7 0.1 -0.3
N -29.85081 27.92480 -25.13359 0.5 0.7 -0.7
H -29.65709 26.50516 -27.35375 -0.1 0.1 -0.4
H -28.16442 27.19980 -28.03684 0.2 -0.2 0.2
H -29.53818 28.24926 -27.71109 -0.1 -0.1 0.0
H -28.26152 26.69115 -25.42382 0.8 0.0 -0.5
H -27.31564 28.78596 -24.64956 0.3 -0.3 0.0
H -27.95780 29.74264 -25.91610 -0.4 -0.2 -0.5
H -25.95663 30.38269 -27.08312 -0.2 0.0 0.2
H -24.76071 29.11982 -27.29565 0.0 0.0 0.0
H -25.07986 29.70737 -25.67305 -0.2 0.0 0.1
H -29.58525 28.23992 -24.20847 -0.2 -0.3 0.2
H -30.37744 27.06337 -25.07654 -0.2 0.1 0.3
C -27.56082 35.65801 -29.60721 -0.4 0.4 0.2
C -27.37883 36.76444 -28.57530 0.8 -0.2 -0.4
C -27.43706 38.19117 -29.16692 0.2 -0.8 0.6
O -26.26395 38.38588 -29.90155 -0.1 0.1 -0.2
C -26.13319 39.73409 -30.31105 0.2 0.5 -0.4
N -28.35187 36.62529 -27.46041 -0.1 0.1 0.3
H -28.55749 35.73562 -30.05112 0.1 0.0 -0.2
H -27.46002 34.65384 -29.19365 0.1 0.1 0.1
H -26.79774 35.78809 -30.37024 -0.1 0.0 -0.2
H -26.36025 36.66624 -28.18757 -0.1 0.0 0.3
H -27.45164 38.90188 -28.32589 -0.2 0.1 0.0
H -28.35838 38.31388 -29.75110 0.1 0.1 -0.2
H -26.88338 40.01721 -31.05529 -0.3 0.0 0.3
H -25.17998 39.90385 -30.81143 0.1 -0.4 0.2
H -26.16901 40.40393 -29.44593 -0.2 0.0 0.0
H -29.21941 36.98274 -27.86517 -0.2 -0.2 0.4
H -28.08847 37.30740 -26.74576 -0.1 0.3 -0.3
C -23.25607 32.17962 -31.39835 -0.2 -0.3 -0.1
C -23.46511 32.67977 -29.96875 1.0 0.2 -0.4
C -24.13842 34.04439 -29.90910 -0.8 -0.2 -0.5
O -23.35770 34.99974 -30.58872 0.1 -0.2 0.5
C -23.85245 36.30214 -30.54784 0.5 1.1 -1.3
N -24.08829 31.69553 -29.09341 -0.2 0.3 0.0
H -24.17435 32.20431 -31.98958 0.0 0.0 0.0
H -22.88255 31.15349 -31.38730 -0.2 -0.1 0.2
H -22.48631 32.74028 -31.92694 -0.2 0.3 0.1
H -22.43219 32.84632 -29.64348 -0.1 0.0 0.4
H -24.34011 34.34688 -28.86785 0.2 0.0 0.0
H -25.12246 33.95584 -30.39604 -0.1 0.0 0.0
H -24.66001 36.50600 -31.26251 -0.4 -0.5 0.3
H -23.05992 36.93580 -30.96365 0.1 0.0 0.3
H -24.12391 36.72262 -29.57512 0.0 -0.5 0.3
H -24.50262 32.18372 -28.30133 0.2 -0.2 0.1
H -24.86245 31.24088 -29.56062 0.0 0.0 -0.3
```
Positions in Å, forces in eV/Å.

Here are the Löwdin charges for atoms 1 to 8, given in e: atom 1 (Sr): 1.534, atom 2 (Sr): 1.687, atom 3 (C): -0.954, atom 4 (O): -0.198, atom 5 (O): -0.125, atom 6 (O): -0.330, atom 7 (C): -0.070, atom 8 (O): -0.314

=====

Calculated energy above the lowest of the compared OMol25 structures with the same formula, charge and spin in order - 515.8, 164.3, 395.8, 0.0 kJ/mol